{"formula": "C44H102F36N6O3P6", "method": "ωB97M-V/def2-TZVPD", "fmax_ev_per_a": 6.7, "e_tot_ev": -215944.9344, "elements": ["C", "C", "O", "N", "H", "H", "C", "H", "H", "H", "H", "H", "H", "C", "C", "O", "N", "H", "H", "C", "H", "H", "H", "H", "H", "H", "C", "N", "C", "C", "C", "C", "O", "H", "H", "H", "H", "H", "H", "H", "H", "H", "H", "H", "H", "H", "H", "C", "C", "C", "C", "N", "C", "C", "C", "C", "C", "C", "C", "H", "H", "H", "H", "H", "H", "H", "H", "H", "H", "H", "H", "H", "H", "H", "H", "H", "H", "H", "H", "H", "H", "H", "H", "C", "C", "C", "C", "N", "C", "C", "C", "C", "C", "C", "C", "H", "H", "H", "H", "H", "H", "H", "H", "H", "H", "H", "H", "H", "H", "H", "H", "H", "H", "H", "H", "H", "H", "H", "H", "C", "C", "C", "C", "N", "C", "C", "C", "C", "C", "C", "C", "H", "H", "H", "H", "H", "H", "H", "H", "H", "H", "H", "H", "H", "H", "H", "H", "H", "H", "H", "H", "H", "H", "H", "H", "P", "F", "F", "F", "F", "F", "F", "P", "F", "F", "F", "F", "F", "F", "P", "F", "F", "F", "F", "F", "F", "P", "F", "F", "F", "F", "F", "F", "P", "F", "F", "F", "F", "F", "F", "P", "F", "F", "F", "F", "F", "F"], "xyz": [[15.659360, 8.018300, 7.311590], [15.998590, 8.811590, 8.503980], [16.761860, 8.411740, 9.428100], [15.391550, 10.179220, 8.538140], [16.176810, 10.806900, 8.635560], [15.071490, 10.340350, 7.593850], [14.198620, 10.199170, 9.540030], [16.211260, 7.078910, 7.343840], [16.178190, 8.432050, 6.446880], [14.597120, 7.857910, 7.127100], [13.490770, 10.959610, 9.210230], [14.557860, 10.599200, 10.488190], [13.743530, 9.217990, 9.675260], [14.632230, 5.416770, -10.436040], [14.050510, 4.688220, -9.186040], [14.026970, 5.259780, -8.055180], [13.804360, 3.145300, -9.233570], [13.093490, 2.913920, -9.912720], [14.558270, 2.666970, -9.705720], [13.499610, 2.557890, -7.934390], [15.465440, 4.877860, -10.887080], [15.045100, 6.393320, -10.183070], [13.831940, 5.492710, -11.172150], [13.738850, 3.092660, -7.015210], [13.980990, 1.580280, -7.960050], [12.425450, 2.389260, -8.010730], [14.164700, 20.499920, -1.880680], [15.331500, 20.699760, -0.852990], [16.088180, 22.025590, -1.115280], [14.768500, 20.839400, 0.601740], [16.320150, 19.489060, -0.813220], [17.325690, 19.319980, -1.926340], [16.881460, 19.372290, -3.264120], [13.633730, 21.444800, -1.996370], [13.506900, 19.681370, -1.588500], [14.631090, 20.240510, -2.831090], [15.406380, 22.852250, -0.915610], [16.235220, 22.154560, -2.187590], [17.006450, 21.882070, -0.545810], [15.609770, 21.063920, 1.257450], [14.203930, 19.944960, 0.865040], [14.221160, 21.762390, 0.410410], [15.598820, 18.678300, -0.711000], [16.811090, 19.548870, 0.158120], [17.986660, 18.481840, -1.705550], [17.971860, 20.169250, -1.704300], [17.399620, 18.716930, -3.736990], [16.208320, 5.778960, -1.916840], [16.656390, 6.951190, -1.130760], [17.628170, 7.888840, -1.925240], [19.028600, 7.166840, -2.115120], [20.132000, 8.001300, -2.818330], [21.580570, 7.359010, -2.832560], [21.413390, 6.265700, -3.916770], [20.543060, 6.843430, -4.929820], [19.905790, 8.075070, -4.355360], [20.313470, 9.395740, -2.204500], [20.577230, 9.270450, -0.649690], [20.556810, 10.655220, 0.042520], [15.570720, 6.221280, -2.682300], [15.568110, 5.149140, -1.299130], [17.109770, 5.279870, -2.272360], [17.063830, 6.711310, -0.148640], [15.728250, 7.519960, -1.186870], [17.823080, 8.825480, -1.402910], [17.144370, 8.161050, -2.863290], [18.847830, 6.325840, -2.784550], [19.533010, 6.955710, -1.172210], [22.342390, 8.106220, -3.054850], [21.789780, 6.786380, -1.928990], [22.374570, 5.960730, -4.330550], [21.032460, 5.403370, -3.369610], [21.284850, 7.135100, -5.673320], [19.829630, 6.132680, -5.346880], [20.463010, 8.941180, -4.712360], [18.890100, 7.975410, -4.738170], [19.374460, 9.879960, -2.472610], [21.058000, 10.002500, -2.719890], [21.484070, 8.686010, -0.494200], [19.789970, 8.712480, -0.142750], [20.733040, 10.639390, 1.118070], [19.599490, 11.176310, 0.033450], [21.227700, 11.360960, -0.447310], [29.706880, 3.229530, 0.884730], [30.539960, 2.508050, -0.251570], [30.151960, 1.019260, -0.481590], [28.777290, 0.803510, -1.034100], [28.327890, -0.693050, -1.083360], [26.874390, -0.851980, -1.643750], [26.334150, -2.100130, -0.871430], [26.738760, -1.790960, 0.591990], [28.079470, -1.124740, 0.375160], [29.366450, -1.604640, -1.865040], [29.583810, -1.258670, -3.367720], [30.455910, -2.240530, -4.140400], [28.675290, 3.220680, 0.532820], [30.095030, 4.173430, 1.267480], [29.673970, 2.634700, 1.797530], [31.625960, 2.539700, -0.163820], [30.501050, 3.038280, -1.203110], [30.098520, 0.599650, 0.522990], [30.863130, 0.556010, -1.165510], [28.740280, 1.079480, -2.087940], [28.058400, 1.348010, -0.421870], [26.775570, -0.930170, -2.726440], [26.238100, -0.000870, -1.401160], [26.776700, -2.971520, -1.354060], [25.255840, -2.250530, -0.923720], [26.764530, -2.665700, 1.241810], [25.992720, -1.116110, 1.011650], [28.923540, -1.759050, 0.645880], [28.134660, -0.252040, 1.025900], [29.065220, -2.616820, -1.595130], [30.308670, -1.404120, -1.355020], [30.045900, -0.278240, -3.483160], [28.603810, -1.222760, -3.843560], [31.467190, -2.106290, -3.756490], [30.429190, -2.188300, -5.228820], [30.049500, -3.190040, -3.792020], [25.439640, 2.592470, -19.561690], [26.130200, 1.270830, -19.177100], [26.637810, 1.214570, -17.712990], [25.496670, 0.650720, -16.804670], [25.860440, 0.870980, -15.270450], [27.197230, 0.202930, -14.967690], [27.138540, -0.270990, -13.491240], [25.671590, -0.408190, -13.139940], [24.947940, 0.041520, -14.363070], [25.909880, 2.284090, -14.800010], [24.721330, 3.192640, -15.172570], [24.643510, 4.397240, -14.226660], [25.299750, 2.747340, -20.631530], [25.998640, 3.465420, -19.224670], [24.424980, 2.564170, -19.164500], [27.009340, 1.138010, -19.807620], [25.496240, 0.430850, -19.461060], [27.135880, 2.162040, -17.507240], [27.467090, 0.507920, -17.745370], [25.477900, -0.438870, -16.828060], [24.492060, 1.004390, -17.036570], [27.987360, 0.952150, -15.017540], [27.337710, -0.619110, -15.669550], [27.615810, 0.495570, -12.880740], [27.716530, -1.193920, -13.538220], [25.516340, 0.230790, -12.270620], [25.535430, -1.475460, -12.965290], [24.015530, 0.571830, -14.169420], [24.678360, -0.822840, -14.969970], [26.807020, 2.709700, -15.249550], [26.089390, 2.252060, -13.725370], [23.745920, 2.708540, -15.124410], [24.713350, 3.388880, -16.244730], [25.330640, 4.383880, -13.380640], [23.637070, 4.479870, -13.816320], [24.913650, 5.284430, -14.799390], [26.737300, 17.054940, -3.304530], [28.171840, 17.418030, -2.676050], [26.388440, 15.822910, -2.250990], [25.995360, 18.166310, -2.334240], [25.340470, 16.773810, -4.092280], [27.119370, 18.299070, -4.346800], [27.367450, 15.903800, -4.243810], [12.951070, 13.859860, 2.737700], [12.464460, 13.731210, 4.291820], [11.875820, 12.664480, 2.345950], [11.890530, 15.085940, 2.417490], [13.405750, 13.964600, 1.182780], [14.103840, 14.976730, 3.248360], [14.012400, 12.663130, 3.114700], [18.273440, 13.490430, -10.673250], [18.899730, 14.277050, -11.957760], [17.425730, 14.884000, -10.314800], [17.049330, 12.973460, -11.638150], [17.656020, 12.671170, -9.404020], [19.150260, 12.198150, -11.100510], [19.450500, 14.169840, -9.739780], [29.695560, 4.815150, -8.549320], [29.439310, 5.306820, -10.043280], [30.613400, 3.560660, -9.112140], [30.954560, 5.785830, -8.782200], [30.078290, 4.497130, -6.996630], [28.698180, 5.937800, -7.898910], [28.392370, 3.826680, -8.432440], [19.327540, -0.837610, -4.736590], [20.772900, -0.576120, -5.418660], [19.709330, -0.026950, -3.452190], [18.809440, 0.593170, -5.427090], [17.874050, -1.023530, -4.109840], [18.783300, -1.599010, -6.071990], [19.745790, -2.347110, -4.240730], [11.061150, -0.000450, 4.441650], [11.731070, 1.263180, 5.112030], [12.238990, -0.887220, 5.168140], [10.296960, -0.133050, 5.877370], [10.470590, -1.417380, 3.781830], [9.864320, 0.855710, 3.611650], [11.961350, 0.153990, 3.140500]], "forces_ev_per_angstrom": [[0.9, -0.7, -0.6], [3.6, -3.1, 3.8], [-3.6, 2.7, -3.8], [-0.7, -1.3, 0.3], [0.0, 0.8, 1.0], [-0.6, 0.3, -0.5], [0.6, 1.6, 0.3], [-0.5, -0.3, 0.6], [-0.5, 0.7, -0.3], [0.0, 0.2, -0.1], [0.0, -0.4, -0.4], [0.3, -0.5, 0.0], [0.3, 0.1, -0.4], [-0.8, -1.1, 0.5], [2.3, 4.1, 4.5], [-0.6, -3.7, -5.6], [0.6, 2.0, -0.7], [-1.0, 0.4, -0.1], [1.3, 0.2, 0.2], [-1.3, -2.0, 0.4], [-0.1, -0.5, 0.1], [-0.5, -0.1, 0.4], [0.1, 0.2, -0.2], [0.3, 0.4, -0.7], [0.0, 0.0, 0.5], [0.0, -0.1, 0.7], [1.5, 0.1, 0.4], [0.3, 0.0, 0.2], [-1.1, -1.5, -0.8], [0.5, 0.7, -2.4], [-2.4, -0.5, -0.1], [0.9, 1.5, 0.6], [-0.4, -0.3, 0.8], [0.0, -0.1, 0.3], [0.2, 0.2, 0.3], [0.1, 0.0, 0.1], [0.4, 0.0, 0.9], [0.6, -0.6, 0.0], [-0.1, 0.9, -0.1], [-0.1, -0.3, 0.0], [0.0, 0.3, 0.0], [-0.7, -0.3, 1.0], [0.2, -0.4, -0.2], [0.3, 0.2, -0.2], [-0.4, -0.4, 0.0], [0.6, 0.3, -0.6], [-0.1, 0.0, -0.4], [0.3, -0.5, -0.2], [0.2, 2.1, -0.6], [1.4, -0.8, 0.6], [-0.1, 1.3, -0.8], [1.5, 0.9, -1.2], [-1.4, -1.8, -0.4], [1.6, -0.7, 2.5], [0.5, -0.1, -1.7], [0.0, -0.2, 0.2], [-1.4, -0.6, 1.1], [-0.9, 0.9, -0.6], [0.2, 0.4, -0.3], [0.3, -0.7, -0.6], [0.3, -0.3, -0.2], [-0.6, -0.7, -0.5], [-0.3, 0.2, 0.1], [0.1, 0.6, 1.6], [-0.3, -0.1, 0.3], [0.3, -0.2, -0.3], [0.5, -0.3, 0.4], [-0.7, -0.6, 0.0], [-0.4, 0.2, 0.1], [-0.1, 0.8, 0.4], [0.0, 0.0, 0.2], [-0.3, -0.2, -0.3], [-0.8, 0.2, -0.8], [0.1, 0.1, -0.1], [-0.6, 0.2, 0.2], [-0.4, 1.2, 1.0], [-0.1, 0.3, 0.6], [0.4, -0.6, 0.0], [0.2, 0.4, 0.1], [-0.2, -0.2, -0.4], [0.6, -0.4, -0.1], [-0.4, -0.5, -0.6], [0.3, -0.1, 0.2], [0.6, -1.5, -0.6], [-0.1, 0.3, -0.2], [-0.1, 0.5, 0.6], [-0.5, -0.6, -1.4], [-1.4, 0.6, 0.0], [-0.6, -0.8, 0.4], [0.0, 0.6, -0.3], [-0.2, -0.6, -1.6], [1.5, -0.1, 1.0], [0.1, 1.1, 0.6], [-1.2, 0.7, -0.1], [-0.3, -0.5, 1.6], [0.0, 0.9, 0.1], [-0.2, 0.2, -0.8], [0.2, -0.5, 0.0], [0.0, -0.2, 1.0], [-0.8, 0.3, -0.1], [0.8, -0.6, 0.0], [0.3, -0.1, 0.5], [-0.2, 0.5, 0.1], [-0.3, -0.2, -0.4], [0.7, -0.2, 0.1], [0.6, 0.4, 0.4], [0.2, -0.3, 0.6], [0.0, 0.3, -0.4], [0.3, 0.0, -0.2], [0.2, 0.2, 0.0], [-0.1, -0.1, 0.0], [0.3, 0.1, -0.3], [-0.1, -0.1, -0.6], [-0.1, -0.2, 0.2], [-0.3, 0.3, 0.3], [0.0, 0.2, -0.1], [0.2, -0.4, -0.3], [-0.2, 0.3, 0.3], [0.6, -0.6, -0.5], [-0.3, -0.4, 0.1], [0.6, 0.7, -0.6], [-0.9, -1.1, -1.1], [1.8, 0.7, 1.5], [-0.4, -1.2, -0.1], [0.0, 0.7, 0.6], [1.0, 0.6, -1.6], [1.1, -0.2, 0.4], [-1.5, 0.0, -1.3], [-0.1, 0.7, -0.6], [-0.4, -1.2, 0.4], [0.2, 0.6, -0.6], [0.2, -0.4, -0.1], [-0.1, 0.0, 0.3], [0.0, 0.5, 0.3], [0.1, 0.1, 0.0], [-0.2, -0.1, 0.4], [-0.7, 0.2, 0.6], [-0.1, -0.2, 0.4], [0.0, 0.1, -0.5], [0.2, 0.4, 0.3], [0.0, -0.2, -0.7], [0.0, 0.2, 0.0], [0.2, -0.4, 0.1], [-0.1, 0.0, 0.8], [-0.6, -0.5, 0.1], [-0.8, 0.3, 0.4], [0.2, 0.2, -0.1], [0.0, 0.0, 0.0], [0.0, 0.1, 0.1], [-0.2, 0.0, 0.0], [0.1, -0.7, 0.5], [0.7, 0.7, 0.0], [0.1, -0.4, -0.1], [0.1, 0.3, -0.1], [-0.3, 0.2, 0.3], [-0.4, 0.6, -0.9], [0.0, -1.0, 1.1], [0.3, 1.3, 0.2], [0.3, -1.0, -0.2], [-0.1, 0.6, 0.4], [-0.9, -1.0, -0.2], [0.9, 0.4, -0.3], [-0.2, -0.2, 0.8], [-0.5, 0.7, -0.3], [0.3, 1.2, -0.1], [0.5, -1.1, 0.7], [0.5, -0.3, 0.8], [-0.9, -0.8, -0.9], [0.4, 0.4, -0.9], [0.0, 2.1, -0.7], [0.0, -0.1, 0.1], [-0.3, -1.3, -0.1], [0.2, 0.1, 0.7], [0.2, 0.5, -0.4], [0.1, 0.1, 0.6], [-0.2, -1.4, -0.2], [0.2, 0.2, 0.7], [-2.6, -1.0, -1.4], [-0.7, 0.2, 0.6], [1.2, 0.5, 2.3], [0.8, -0.6, -0.5], [0.5, 0.8, -0.9], [0.6, -0.4, -0.9], [-1.6, -0.6, -2.5], [0.0, -0.4, 0.4], [1.4, 0.0, 1.3], [0.2, -0.1, 0.1], [-0.9, -0.3, 0.5], [0.3, 0.3, -0.7], [0.7, 1.3, 0.8], [0.0, -2.0, 0.0], [0.3, 2.2, -0.6], [0.3, -0.5, -0.6], [-1.8, -0.4, -1.2], [-0.3, 1.2, 1.1], [0.9, -0.7, 1.8], [0.7, 0.3, -0.6]], "mulliken_charge": [-1.103, 0.462, -0.465, -0.084, 0.361, 0.400, -0.706, 0.351, 0.389, 0.380, 0.388, 0.326, 0.301, -1.037, 0.612, -0.410, -0.163, 0.397, 0.408, -0.872, 0.353, 0.325, 0.340, 0.310, 0.390, 0.346, -0.785, -0.187, -0.857, -0.861, -0.645, -0.512, -0.478, 0.364, 0.357, 0.344, 0.412, 0.352, 0.378, 0.396, 0.378, 0.415, 0.479, 0.388, 0.448, 0.277, 0.337, -1.074, -0.630, -0.470, -1.077, 0.247, -0.649, -0.758, -0.660, -0.455, -1.033, -0.089, -1.444, 0.271, 0.347, 0.325, 0.380, 0.334, 0.374, 0.371, 0.599, 0.345, 0.451, 0.381, 0.463, 0.317, 0.329, 0.340, 0.475, 0.190, 0.466, 0.689, 0.355, 0.182, 0.385, 0.356, 0.368, -1.093, -0.862, -0.279, -1.066, 0.573, -0.689, -0.654, -0.718, -0.454, -1.020, -0.273, -1.344, 0.285, 0.372, 0.307, 0.406, 0.408, 0.298, 0.349, 0.407, 0.566, 0.374, 0.391, 0.287, 0.443, 0.322, 0.365, 0.362, 0.272, 0.625, 0.431, 0.302, 0.278, 0.342, 0.361, 0.327, -1.158, -0.751, -0.320, -0.930, 0.233, -0.632, -0.725, -0.601, -0.588, -1.067, -0.311, -1.246, 0.392, 0.308, 0.275, 0.377, 0.327, 0.385, 0.392, 0.470, 0.413, 0.323, 0.493, 0.373, 0.381, 0.337, 0.309, 0.412, 0.445, 0.435, 0.600, 0.327, 0.289, 0.415, 0.285, 0.333, 1.138, -0.335, -0.370, -0.363, -0.351, -0.376, -0.344, 1.158, -0.358, -0.353, -0.357, -0.342, -0.379, -0.369, 1.139, -0.354, -0.374, -0.359, -0.353, -0.346, -0.353, 1.145, -0.347, -0.368, -0.353, -0.355, -0.357, -0.365, 1.152, -0.351, -0.325, -0.406, -0.342, -0.372, -0.356, 1.138, -0.338, -0.373, -0.351, -0.368, -0.374, -0.334]}